ORCA calculation (ωB97M-V with the def2-TZVPD basis set) on C23H26N5PdSbSe as an isolated structure.

Element x y z (Å)
Pd  -0.487  -1.678  -0.018
C  -1.718  -0.955  2.610
C  -0.249  -0.706  2.768
C  0.317  -0.414  4.006
C  1.676  -0.177  4.108
C  2.483  -0.266  2.974
C  1.859  -0.606  1.797
N  0.551  -0.792  1.681
Sb  2.984  -1.234  0.056
C  1.932  -0.604  -1.730
C  2.600  -0.265  -2.883
C  1.834  -0.170  -4.045
C  0.471  -0.397  -3.993
C  -0.141  -0.687  -2.778
C  -1.616  -0.927  -2.660
N  0.620  -0.783  -1.662
C  2.253  -3.270  0.041
C  3.078  -4.374  0.059
C  2.453  -5.622  0.044
C  1.070  -5.706  0.014
C  0.304  -4.546  -0.002
C  -1.194  -4.541  -0.037
N  0.929  -3.346  0.012
H  -2.295  -0.319  3.281
H  -1.968  -1.985  2.876
H  -2.074  -0.728  1.600
H  -0.313  -0.386  4.886
H  2.119  0.060  5.067
H  3.548  -0.087  3.034
H  3.667  -0.089  -2.904
H  2.314  0.065  -4.987
H  -0.127  -0.360  -4.895
H  -2.168  -0.348  -3.401
H  -2.006  -0.620  -1.685
H  -1.857  -1.975  -2.857
H  4.156  -4.287  0.083
H  3.055  -6.524  0.055
H  0.579  -6.671  0.003
H  -1.600  -5.551  -0.015
H  -1.559  -4.085  -0.963
H  -1.604  -4.028  0.840
C  0.988  5.465  0.082
N  -0.478  5.416  0.021
C  -1.286  6.486  -0.004
C  -2.589  6.023  -0.061
N  -2.541  4.681  -0.069
C  -3.712  3.797  -0.125
C  -1.231  4.267  -0.019
Se  -0.617  2.553  -0.006
H  1.302  6.504  0.103
H  1.407  4.980  -0.795
H  1.333  4.966  0.982
H  -0.928  7.504  0.018
H  -3.513  6.580  -0.095
H  -4.608  4.409  -0.143
H  -3.731  3.159  0.753
H  -3.672  3.192  -1.025

Calculated values
multiplicity = 5
HOMO-LUMO gap (spin up / spin down) = 7.749 / 4.280 eV
lowest unoccupied orbital energy (spin up / spin down) = -11.51 / -15.48 eV
expectation value of S² = 6.032
largest force on an atom = 0.0263 hartree/bohr
total charge = +4